--- one ---
C3H10NS | the ωB97M-V functional and the def2-TZVPD basis

Structure (XYZ):
```
15
Properties=species:S:1:pos:R:3
C -2.295 1.317 0.838
S -2.309 0.201 -0.597
H -2.208 2.323 0.429
H -3.275 1.277 1.311
H -1.521 1.138 1.587
H -2.770 -0.902 0.022
C 1.764 -1.124 -0.559
C 2.718 -0.450 -1.189
N 0.743 -0.460 0.260
H 1.607 -2.186 -0.633
H 3.488 -0.960 -1.744
H 2.741 0.629 -1.126
H 0.834 0.578 0.277
H -0.198 -0.627 -0.170
H 0.681 -0.754 1.293
```

The lowest unoccupied orbital energy (spin up / spin down) is 0.747 / 0.591 eV. Its HOMO energy (spin up / spin down) is -3.40 / -9.63 eV. The spin multiplicity is 2. Its frontier orbital gap (spin up / spin down) is 4.1 / 10.2 eV.

These are the Löwdin partial charges, in e, on atoms 1 to 2: atom 1 (C): -0.520, atom 2 (S): 0.581

--- two ---
C3H10NS | the ωB97M-V functional and the def2-TZVPD basis

Structure (XYZ):
```
15
Properties=species:S:1:pos:R:3
C -1.171 -0.440 1.762
S -2.357 0.429 0.570
H -1.712 -0.493 2.753
H -0.184 0.085 1.826
H -1.055 -1.503 1.441
C 1.276 1.097 -0.333
N 0.314 0.493 -1.169
C 0.251 -0.919 -1.419
H 2.326 0.753 -0.201
H 0.834 1.192 0.642
H 1.386 2.211 -0.538
H -0.595 0.971 -1.022
H 0.215 -1.464 -0.429
H -0.691 -1.204 -1.909
H 1.163 -1.208 -1.974
```

The lowest unoccupied orbital energy (spin up / spin down) is 0.963 / -1.991 eV. Its HOMO energy (spin up / spin down) is -8.30 / -8.19 eV. The spin multiplicity is 2. Its frontier orbital gap (spin up / spin down) is 9.3 / 6.2 eV.

These are the Löwdin partial charges, in e, on atoms 1 to 2: atom 1 (C): -0.497, atom 2 (S): 0.508

Going by the energies, two is most stable and the next is 1.687 eV up.

--- one ---
C5H8O5 | the ωB97M-V functional and the def2-TZVPD basis

Structure (XYZ):
```
18
Properties=species:S:1:pos:R:3
C 0.855 1.542 0.052
O 1.193 0.235 -0.389
C 0.265 -0.392 -1.129
C 0.163 -1.847 -1.087
O 1.476 -2.644 -0.388
C 1.408 -3.767 0.258
O 1.735 -3.913 1.420
O -0.710 -1.300 1.144
C -0.874 -1.295 -0.194
H 0.520 2.163 -0.792
H 0.059 1.484 0.807
H 1.756 1.977 0.497
H -0.056 0.109 -2.049
H -0.147 -2.383 -1.983
H -1.911 -1.337 -0.540
O 0.829 -4.759 -0.453
H 0.138 -1.695 1.418
H 0.813 -5.562 0.083
```

The lowest unoccupied orbital energy is 0.467 eV. The SMILES is CO[C@@H]1[C@H](O)[C@@H]1OC(=O)O. Its HOMO energy is -8.80 eV. Its frontier orbital gap is 9.3 eV.

These are the Löwdin partial charges, in e, on atoms 1 to 2: atom 1 (C): -0.060, atom 2 (O): -0.116

--- two ---
C5H8O5 | the ωB97M-V functional and the def2-TZVPD basis

Structure (XYZ):
```
18
Properties=species:S:1:pos:R:3
C 1.553 -0.627 -0.066
C 0.888 0.413 -0.870
C -0.367 1.034 -0.234
C -1.472 0.080 -0.268
C -2.562 0.384 0.600
H 2.414 -0.913 1.839
H 2.403 -0.962 -0.356
H 0.668 -2.189 1.016
H 1.036 0.032 -1.749
H 1.498 2.684 -0.528
H -1.976 -1.466 -1.010
H -3.687 -0.272 0.593
H -2.520 0.951 1.587
O 1.461 -0.145 1.274
O 0.806 -1.727 -0.100
O 1.774 1.555 -0.998
O -0.366 2.004 0.468
O -1.549 -0.838 -1.200
```

The lowest unoccupied orbital energy is -0.189 eV. Its HOMO energy is -9.16 eV. Its frontier orbital gap is 9.0 eV.

These are the Löwdin partial charges, in e, on atoms 1 to 2: atom 1 (C): -0.538, atom 2 (C): -0.229

Going by the energies, one is most stable and the next is 6.901 eV up.

--- one ---
C4H8NO2 | the ωB97M-V functional and the def2-TZVPD basis

Structure (XYZ):
```
15
Properties=species:S:1:pos:R:3
C 0.029 -0.230 0.385
C -3.454 -1.474 -0.003
C 0.246 2.231 1.186
C 0.002 0.961 0.655
N 1.998 -1.150 -1.190
O -2.476 -1.511 -0.590
O -4.363 -1.265 0.623
H -0.721 -0.965 0.187
H 0.291 2.910 0.345
H -0.574 2.442 1.922
H 1.283 2.404 1.487
H 1.319 -0.750 -0.516
H 1.984 -0.456 -1.956
H 1.507 -1.858 -1.723
H 2.928 -1.288 -0.812
```

The lowest unoccupied orbital energy (spin up / spin down) is -3.525 / -7.026 eV. The net charge is +1. Its HOMO energy (spin up / spin down) is -9.92 / -14.63 eV. The spin multiplicity is 3. Its frontier orbital gap (spin up / spin down) is 6.4 / 7.6 eV.

These are the Löwdin partial charges, in e, on atoms 1 to 2: atom 1 (C): 0.065, atom 2 (C): -0.435

--- two ---
C4H8NO2 | the ωB97M-V functional and the def2-TZVPD basis

Structure (XYZ):
```
15
Properties=species:S:1:pos:R:3
C -0.357 0.330 1.272
C -1.139 0.153 0.108
C 0.228 -0.523 0.168
C 2.327 0.591 -0.196
N -2.424 0.230 -0.505
O 0.337 -1.850 0.293
O 1.158 0.013 -0.716
H -0.113 0.929 2.116
H 2.393 0.836 0.934
H 2.722 1.386 -0.745
H 3.083 -0.306 -0.262
H -3.168 -0.452 -0.164
H -2.508 -0.184 -1.394
H -2.936 1.217 -0.412
H 0.396 -2.368 -0.497
```

The lowest unoccupied orbital energy (spin up / spin down) is -4.145 / -6.999 eV. The net charge is +1. Its HOMO energy (spin up / spin down) is -11.15 / -13.96 eV. The spin multiplicity is 3. Its frontier orbital gap (spin up / spin down) is 7.0 / 7.0 eV.

These are the Löwdin partial charges, in e, on atoms 1 to 2: atom 1 (C): 0.172, atom 2 (C): -0.065

Going by the energies, one is most stable and the next is 2.007 eV up.

--- one ---
C4H10NS | the ωB97M-V functional and the def2-TZVPD basis

Structure (XYZ):
```
16
Properties=species:S:1:pos:R:3
C -3.456 -0.753 -0.043
C -0.631 0.583 0.868
C 2.095 -0.679 0.147
C 1.301 0.244 -0.755
N 0.403 1.161 0.039
S -2.076 0.228 -0.199
H -4.207 -0.494 -0.758
H -3.615 -1.460 0.748
H -0.322 -0.150 1.593
H 1.460 -1.422 0.623
H 2.833 -1.210 -0.449
H 2.628 -0.121 0.916
H 0.670 -0.327 -1.437
H 1.975 0.875 -1.338
H -0.061 1.803 -0.617
H 1.001 1.722 0.661
```

The lowest unoccupied orbital energy (spin up / spin down) is -4.929 / -4.654 eV. The net charge is +1. Its HOMO energy (spin up / spin down) is -12.55 / -12.79 eV. Its frontier orbital gap (spin up / spin down) is 7.6 / 8.1 eV.

These are the Löwdin partial charges, in e, on atoms 1 to 2: atom 1 (C): -0.255, atom 2 (C): -0.350

--- two ---
C4H10NS | the ωB97M-V functional and the def2-TZVPD basis

Structure (XYZ):
```
16
Properties=species:S:1:pos:R:3
C 0.764 -0.193 1.291
C 1.033 0.107 -1.008
C -0.045 0.119 0.025
C -0.993 1.385 -0.049
N -0.782 -1.267 -0.102
S 2.087 -0.993 0.213
H 1.362 0.732 1.688
H 0.292 -0.739 2.029
H 0.804 -0.006 -2.082
H 1.639 0.992 -1.102
H -1.532 1.580 0.915
H -1.686 1.188 -0.858
H -0.401 2.252 -0.323
H -0.740 -1.982 0.638
H -0.084 -1.843 -0.670
H -1.718 -1.332 -0.606
```

The lowest unoccupied orbital energy is -3.549 eV. The net charge is +1. Its HOMO energy is -13.36 eV. Its frontier orbital gap is 9.8 eV.

These are the Löwdin partial charges, in e, on atoms 1 to 2: atom 1 (C): -0.333, atom 2 (C): -0.307

Going by the energies, two is most stable and the next is 1.757 eV up.

--- one ---
C2H13NO3 | the ωB97M-V functional and the def2-TZVPD basis

Structure (XYZ):
```
19
Properties=species:S:1:pos:R:3
C 1.425 -0.862 -1.567
N 0.719 0.332 -1.048
C 1.634 1.219 -0.242
H 2.027 -1.151 -0.724
H 2.098 -0.725 -2.439
H 0.699 -1.666 -1.716
H 0.370 0.906 -1.975
H 2.615 1.392 -0.766
H 1.198 2.179 -0.139
H 1.841 0.792 0.733
H 0.081 -1.096 1.222
H -1.216 -1.413 0.406
O -0.701 -1.661 1.205
H -2.329 0.596 -0.291
H -1.268 0.058 -1.287
O -2.173 -0.128 -0.926
H -0.463 0.251 1.809
H -1.313 0.966 2.900
O -0.591 1.095 2.278
```

The lowest unoccupied orbital energy is 0.653 eV. The SMILES is CNC.O.O.O. Its HOMO energy is -9.82 eV. Its frontier orbital gap is 10.5 eV.

These are the Löwdin partial charges, in e, on atoms 1 to 2: atom 1 (C): -0.146, atom 2 (N): -0.227

--- two ---
C2H13NO3 | the ωB97M-V functional and the def2-TZVPD basis

Structure (XYZ):
```
19
Properties=species:S:1:pos:R:3
C 0.175 1.731 3.498
C 0.841 0.595 2.531
N -0.015 0.355 1.252
H -0.696 1.300 4.104
H 0.969 1.909 4.194
H -0.154 2.479 2.803
H 1.912 1.094 2.218
H 0.864 -0.368 3.016
H -0.012 1.305 0.750
H 0.545 -0.336 0.700
H 1.965 -2.315 -6.464
H 1.430 -1.194 -5.713
O 1.166 -2.041 -6.205
H -3.555 -0.770 1.753
H -1.996 -0.889 1.612
O -2.696 -0.601 2.209
H 0.235 -1.335 -4.390
H -0.963 -0.403 -3.965
O -0.014 -0.516 -3.902
```

The lowest unoccupied orbital energy is 0.746 eV. The SMILES is CCN.O.O.O. Its HOMO energy is -9.44 eV. Its frontier orbital gap is 10.2 eV.

These are the Löwdin partial charges, in e, on atoms 1 to 2: atom 1 (C): -0.100, atom 2 (C): -0.287

--- three ---
C2H13NO3 | the ωB97M-V functional and the def2-TZVPD basis

Structure (XYZ):
```
19
Properties=species:S:1:pos:R:3
C -0.778 1.518 -3.531
C -0.148 2.234 -2.357
N -0.239 1.372 -1.147
H -1.852 1.374 -3.493
H -0.631 2.068 -4.482
H -0.226 0.597 -3.700
H 0.927 2.179 -2.502
H -0.517 3.266 -2.284
H 0.270 1.644 -0.315
H -1.229 1.320 -0.892
H -1.926 -1.171 5.053
H -0.574 -1.910 4.771
O -1.369 -1.547 4.372
H 0.444 -0.117 0.066
H 0.895 -1.269 0.912
O 0.781 -0.314 0.952
H 1.397 -3.789 3.240
H 2.718 -3.386 2.741
O 2.055 -4.066 2.595
```

The lowest unoccupied orbital energy is 0.539 eV. The SMILES is CCN.O.O.O. Its HOMO energy is -9.68 eV. Its frontier orbital gap is 10.2 eV.

These are the Löwdin partial charges, in e, on atoms 1 to 2: atom 1 (C): -0.126, atom 2 (C): -0.325

--- four ---
C2H13NO3 | the ωB97M-V functional and the def2-TZVPD basis

Structure (XYZ):
```
19
Properties=species:S:1:pos:R:3
C -0.224 1.633 -2.332
C -0.773 0.241 -1.775
N 0.452 -0.338 -1.228
H -1.054 2.330 -2.565
H 0.469 1.990 -1.608
H 0.265 1.374 -3.304
H -1.495 0.349 -0.939
H -1.277 -0.345 -2.524
H 0.312 -1.298 -0.929
H 1.155 -0.494 -1.970
H -2.079 -2.577 2.822
H -0.821 -2.070 2.211
O -1.619 -2.559 1.975
H 1.293 0.461 0.154
H 1.970 1.544 1.160
O 1.513 0.692 1.137
H 0.907 -0.168 3.981
H 0.625 -0.144 2.448
O 0.383 -0.621 3.289
```

The lowest unoccupied orbital energy is 0.776 eV. The SMILES is CCN.O.O.O. Its HOMO energy is -10.41 eV. Its frontier orbital gap is 11.2 eV.

These are the Löwdin partial charges, in e, on atoms 1 to 2: atom 1 (C): -0.084, atom 2 (C): -0.286

Going by the energies, four is most stable and the next is 0.535 eV up.

--- one ---
C2H10N4O | the ωB97M-V functional and the def2-TZVPD basis

Structure (XYZ):
```
17
Properties=species:S:1:pos:R:3
C -0.918 0.136 -0.501
C 1.077 1.178 0.290
N 0.424 0.169 -0.506
N 0.060 -1.405 0.826
N 0.771 -1.331 1.974
N -1.558 -0.791 -1.276
O -0.592 1.767 -1.658
H -0.647 1.454 -2.570
H 0.553 -2.014 0.176
H -1.510 0.590 0.296
H 0.307 -0.793 2.695
H 1.776 -1.175 1.932
H -2.519 -0.997 -1.056
H -1.048 -1.096 -2.092
H 1.833 0.692 0.921
H 1.584 1.860 -0.387
H 0.406 1.755 0.936
```

The lowest unoccupied orbital energy (spin up / spin down) is 0.518 / 0.827 eV. Its HOMO energy (spin up / spin down) is -7.27 / -7.85 eV. Its frontier orbital gap (spin up / spin down) is 7.8 / 8.7 eV.

These are the Löwdin partial charges, in e, on atoms 1 to 2: atom 1 (C): -0.372, atom 2 (C): -0.139

--- two ---
C2H10N4O | the ωB97M-V functional and the def2-TZVPD basis

Structure (XYZ):
```
17
Properties=species:S:1:pos:R:3
C -1.078 0.171 -0.185
C 1.325 -1.228 0.817
N 1.334 0.218 0.299
N 0.083 0.866 0.336
N 1.881 0.225 -0.988
N -2.244 0.690 0.494
O -1.178 0.367 -1.564
H -1.239 1.318 -1.716
H -0.089 1.228 1.265
H -0.925 -0.937 -0.074
H 1.240 -0.149 -1.692
H 2.228 1.158 -1.190
H -3.080 0.558 -0.067
H -2.385 0.222 1.384
H 0.936 -1.193 1.833
H 0.818 -1.987 0.208
H 2.372 -1.527 0.838
```

The lowest unoccupied orbital energy is 0.876 eV. The SMILES is CN(N)N[C@@H](N)O. Its HOMO energy is -8.65 eV. Its frontier orbital gap is 9.5 eV.

These are the Löwdin partial charges, in e, on atoms 1 to 2: atom 1 (C): -0.544, atom 2 (C): -0.073

Going by the energies, two is most stable and the next is 3.376 eV up.